1.
52
Properties=species:S:1:pos:R:3:forces:R:3 method="wB97M-V/def2-TZVPD" orbital_gap_ev=9.5 charge=0 lumo_ev=-0.27
Rb 1.4073 0.5935 -1.2471 0.296 -0.113 -0.059
C -0.6997 2.9145 2.2030 0.274 0.328 0.025
F -0.5193 1.6705 2.6467 -0.082 -0.196 -0.026
F -1.8977 3.0118 1.6601 -0.204 -0.041 -0.056
F -0.6162 3.7490 3.2313 0.008 -0.017 0.097
S 0.6444 3.3379 0.9728 0.281 -1.348 -0.769
O 0.9831 4.7077 1.1575 -0.467 0.168 -0.198
O 1.6986 2.3799 1.2254 -0.262 -0.407 -0.040
N -0.0580 2.8785 -0.4612 0.948 0.695 2.220
S -0.4682 4.1820 -1.2456 -0.853 1.839 -1.785
O -1.4250 5.0375 -0.5997 0.139 -0.381 0.159
O 0.6290 4.8146 -1.9330 -0.107 -0.440 0.192
C -1.4360 3.3974 -2.6129 0.339 -0.376 0.079
F -2.5566 2.8228 -2.1841 0.184 -0.045 -0.041
F -1.7362 4.2974 -3.5289 -0.090 0.243 -0.053
F -0.6692 2.4484 -3.2216 -0.194 -0.116 0.155
C -2.0233 -0.1621 -1.1304 0.222 -0.689 -0.477
O -3.2941 0.3750 -0.8364 -0.170 0.253 0.170
C -3.9288 -0.1729 0.2048 0.371 -0.009 -0.022
O -3.5137 -1.0766 0.8827 0.142 -0.153 0.087
O -5.0860 0.4393 0.3510 -0.313 0.223 -0.071
C -5.9340 -0.1049 1.3664 0.035 -0.391 -0.032
H -1.9957 -1.2284 -0.9065 -0.026 0.075 0.059
H -1.2108 0.3267 -0.5933 -0.350 0.223 0.246
H -1.8816 -0.0327 -2.2028 0.035 0.141 0.024
H -5.8710 -1.1933 1.3485 -0.080 0.074 0.020
H -6.9363 0.2190 1.1153 -0.053 0.110 0.085
H -5.6320 0.2401 2.3524 0.003 0.135 -0.012
C 4.2151 -3.3637 0.3462 -0.390 -0.693 -0.148
O 4.8527 -2.2250 0.8987 0.252 0.055 0.332
C 4.5187 -1.0550 0.3850 0.489 0.042 0.321
O 3.7249 -0.9107 -0.5084 -0.462 0.594 -0.439
O 5.2039 -0.1070 1.0102 0.006 -0.623 0.151
C 4.8885 1.2276 0.6785 -0.721 1.082 -0.541
H 3.2572 -3.1241 -0.1142 0.073 0.171 0.058
H 4.0508 -4.0600 1.1661 0.108 0.022 -0.007
H 4.8481 -3.8333 -0.4058 0.107 0.093 0.031
H 3.8422 1.4755 0.8761 0.037 -0.262 0.136
H 5.0654 1.4434 -0.3781 0.221 -0.162 0.062
H 5.4842 1.8925 1.2923 0.265 -0.231 0.066
C 0.6812 -2.3935 1.8450 -0.143 0.463 0.344
O 0.1015 -3.3938 1.0094 -0.002 -0.127 0.149
C 0.0504 -3.1015 -0.2720 0.162 -0.038 -0.123
O 0.5350 -2.1145 -0.7821 -0.020 0.157 -0.139
O -0.5961 -4.0696 -0.8995 0.042 -0.111 -0.094
C -0.7351 -3.9529 -2.3124 -0.450 0.213 -0.654
H 1.7364 -2.2312 1.6308 0.012 -0.166 -0.089
H 0.5430 -2.7477 2.8608 0.090 -0.067 -0.006
H 0.1525 -1.4445 1.7351 -0.021 -0.082 -0.056
H -0.7106 -2.9157 -2.6415 0.081 0.030 0.180
H -1.7099 -4.3612 -2.5754 0.064 -0.079 0.178
H 0.0270 -4.5067 -2.8588 0.174 -0.065 0.315

=====

2.
39
Properties=species:S:1:pos:R:3:forces:R:3 method="wB97M-V/def2-TZVPD" orbital_gap_ev=10.0 de_lowest_kcal_mol=0.00 charge=0 lumo_ev=0.26
C 4.0441 1.8786 -0.7237 -0.024 0.024 -0.020
C 3.6145 0.6839 -1.5950 -0.047 0.006 0.103
I 3.3391 1.2583 -3.6403 -0.059 -0.007 -0.082
C 2.3818 -0.0545 -1.0343 -0.034 -0.041 0.120
I 2.5940 -2.1857 -1.1736 -0.040 0.070 -0.025
O 1.1371 0.2668 -1.6312 0.030 0.127 -0.130
S 0.1550 1.4075 -0.9679 0.130 -0.032 0.281
O 0.8912 1.9432 0.1672 -0.198 -0.032 -0.159
O 0.1901 2.4821 -2.1492 0.207 0.079 0.023
H 4.1586 2.7949 -1.3002 0.025 -0.048 0.008
H 5.0027 1.6677 -0.2482 -0.034 -0.020 -0.009
H 3.3100 2.0725 0.0583 0.000 0.005 -0.042
H 4.4221 -0.0349 -1.6750 0.019 0.028 0.067
H 2.3143 0.1488 0.0331 0.109 -0.039 -0.021
H 1.0925 2.8341 -2.2878 -0.123 -0.105 -0.075
O 2.2703 -6.3944 0.2937 -0.028 -0.007 -0.017
C 1.2390 -5.9189 0.6640 -0.001 0.002 0.012
O 1.1514 -4.6355 1.0935 0.042 -0.012 0.025
C -0.1808 -4.3384 1.5387 -0.010 0.006 0.000
C -1.0738 -5.3736 0.8589 0.038 0.001 -0.035
C -0.1309 -6.5669 0.7463 0.007 0.041 -0.034
H -0.2051 -4.4256 2.6273 -0.015 0.001 -0.001
H -0.3978 -3.3103 1.2581 -0.008 -0.005 -0.007
H -1.9832 -5.5730 1.4213 0.010 -0.011 0.017
H -1.3542 -5.0242 -0.1355 -0.015 0.005 0.008
H -0.1473 -7.1957 1.6394 -0.002 0.001 0.001
H -0.2919 -7.2030 -0.1197 -0.003 -0.020 0.015
O -4.7288 4.6170 -1.4803 0.029 -0.017 -0.009
C -4.0666 4.4030 -0.5104 0.001 0.026 0.036
O -4.6037 4.3566 0.7361 -0.021 0.010 -0.001
C -3.5759 4.1700 1.7223 0.007 0.009 -0.002
C -2.4036 3.5461 0.9708 -0.010 -0.034 -0.036
C -2.5722 4.1549 -0.4170 -0.005 -0.064 0.022
H -3.3207 5.1464 2.1406 0.012 -0.005 0.004
H -3.9858 3.5428 2.5100 0.011 -0.007 -0.001
H -1.4426 3.7536 1.4361 -0.003 0.019 -0.003
H -2.5299 2.4631 0.9212 0.007 0.001 0.014
H -2.0671 5.1191 -0.5085 -0.001 0.002 -0.010
H -2.2459 3.5240 -1.2395 -0.002 0.046 -0.032

=====

no.,calculated total energy (eV),HOMO level (Eh)
1,-78437.717,-0.3605
2,-53067.542,-0.3568